<w>
C3H2O2S | wB97M-V/def2-TZVPD

SMILES string = S=c1occo1
2S+1 = 1
Orbital gap = 9.66 eV

Each atom is followed by the atoms it is bonded to, with distances in Å.
Element x y z (Å)
1 C 0.536 0.125 -1.108  O6 1.355, O7 1.356, S8 1.624
2 C -0.271 -0.739 0.762  C3 1.334, H4 1.066, O6 1.381
3 C -0.489 0.577 0.787  C2 1.334, H5 1.064, O7 1.367
4 H -0.482 -1.570 1.395  C2 1.066
5 H -0.915 1.230 1.512  C3 1.064
6 O 0.372 -1.033 -0.424  C1 1.355, C2 1.381
7 O 0.008 1.127 -0.362  C1 1.356, C3 1.367
8 S 1.241 0.282 -2.562  C1 1.624

<x>
C3H2O2S | wB97M-V/def2-TZVPD

SMILES string = C#C[C@@]1(O)OS1
2S+1 = 1
Orbital gap = 9.32 eV

Each atom is followed by the atoms it is bonded to, with distances in Å.
Element x y z (Å)
1 C -0.434 0.677 1.817  C2 1.206, H7 1.062
2 C -0.161 0.231 0.731  C1 1.206, C3 1.458
3 C 0.376 -0.046 -0.596  C2 1.458, O4 1.284, O5 1.656, S6 1.722
4 O 0.087 0.701 -1.600  C3 1.284, S6 1.653
5 O -0.040 -1.632 -0.830  C3 1.656, H8 0.921
6 S 1.729 0.595 -1.447  C3 1.722, O4 1.653
7 H -0.600 1.035 2.803  C1 1.062
8 H -0.957 -1.560 -0.877  O5 0.921

Least stable = <x>

<w>
C7H7NO | wB97M-V/def2-TZVPD

SMILES string = O=C1[C@H]2CN3[C@@H]1C=C[C@@H]23
2S+1 = 1
Orbital gap = 9.44 eV

Each atom is followed by the atoms it is bonded to, with distances in Å.
Element x y z (Å)
1 C -1.054 -0.859 -0.120  C2 1.518, C7 1.570, O16 1.209
2 C -0.807 0.450 -0.848  C1 1.518, C3 1.550, C4 1.577, H8 1.112
3 C -1.029 1.351 0.393  C2 1.550, H9 1.091, H10 1.114, N15 1.510
4 C 0.729 0.659 -0.553  C2 1.577, C5 1.469, H11 1.100, N15 1.526
5 C 1.641 -0.491 -0.600  C4 1.469, C6 1.346, H12 1.083
6 C 1.301 -1.332 0.395  C5 1.346, C7 1.547, H13 1.090
7 C 0.030 -0.696 1.003  C1 1.570, C6 1.547, H14 1.103, N15 1.502
8 H -1.258 0.637 -1.847  C2 1.112
9 H -0.908 2.420 0.216  C3 1.091
10 H -1.908 1.146 1.045  C3 1.114
11 H 1.076 1.636 -0.919  C4 1.100
12 H 2.450 -0.594 -1.312  C5 1.083
13 H 1.659 -2.345 0.582  C6 1.090
14 H -0.388 -0.981 1.984  C7 1.103
15 N 0.275 0.782 0.899  C3 1.510, C4 1.526, C7 1.502
16 O -1.808 -1.783 -0.317  C1 1.209

<x>
C7H7NO | wB97M-V/def2-TZVPD

SMILES string = O=C1C=C[C@@H]2CC=CN12
2S+1 = 1
Orbital gap = 9.20 eV

Each atom is followed by the atoms it is bonded to, with distances in Å.
Element x y z (Å)
1 C 1.662 1.361 0.210  C2 1.332, C5 1.484, H10 1.074
2 C 0.397 1.711 -0.020  C1 1.332, C7 1.493, H11 1.075
3 C -1.314 -1.500 0.220  C4 1.329, C6 1.510, H12 1.073
4 C -0.048 -1.730 -0.115  C3 1.329, N8 1.394, H13 1.074
5 C 1.834 -0.100 0.011  C1 1.484, N8 1.379, O9 1.208
6 C -1.615 -0.020 0.192  C3 1.510, C7 1.541, H14 1.089, H15 1.093
7 C -0.368 0.532 -0.525  C2 1.493, C6 1.541, N8 1.458, H16 1.101
8 N 0.610 -0.546 -0.442  C4 1.394, C5 1.379, C7 1.458
9 O 2.813 -0.781 0.205  C5 1.208
10 H 2.466 1.984 0.554  C1 1.074
11 H -0.038 2.691 0.059  C2 1.075
12 H -2.044 -2.232 0.504  C3 1.073
13 H 0.498 -2.654 -0.135  C4 1.074
14 H -2.533 0.213 -0.345  C6 1.089
15 H -1.707 0.367 1.210  C6 1.093
16 H -0.613 0.703 -1.584  C7 1.101

Least stable = <w>

<w>
C3H7N3 | wB97M-V/def2-TZVPD

2S+1 = 1
Orbital gap (spin up / spin down) = 7.48 / 8.22 eV

Each atom is followed by the atoms it is bonded to, with distances in Å.
Element x y z (Å)
1 C -1.421 -0.169 0.071  C2 1.491, N5 1.231
2 C -2.299 0.934 -0.415  C1 1.491, H7 1.109, H8 1.165, H9 1.130
3 C 2.951 -0.524 0.114  N6 1.498, H10 1.027, H11 1.118, H12 1.012
4 N 0.916 0.561 -0.353  N6 1.175
5 N -1.431 -1.178 0.777  C1 1.231, H13 1.023
6 N 1.469 -0.442 -0.091  C3 1.498, N4 1.175
7 H -3.350 0.590 -0.347  C2 1.109
8 H -2.496 1.915 0.182  C2 1.165
9 H -1.872 1.286 -1.401  C2 1.130
10 H 3.378 -1.243 -0.482  C3 1.027
11 H 3.357 0.438 -0.283  C3 1.118
12 H 3.089 -0.550 1.116  C3 1.012
13 H -2.291 -1.617 1.113  N5 1.023

<x>
C3H7N3 | wB97M-V/def2-TZVPD

SMILES string = [H]/N=C/N/N=C/C
2S+1 = 1
Orbital gap = 9.66 eV

Each atom is followed by the atoms it is bonded to, with distances in Å.
Element x y z (Å)
1 C -2.274 0.808 -0.818  C2 1.504, H4 1.116, H5 1.072, H6 1.084
2 C -0.892 0.219 -0.891  C1 1.504, H7 1.075, N11 1.282
3 C 1.798 -0.527 1.194  H9 1.104, N12 1.374, N13 1.254
4 H -2.256 1.868 -0.468  C1 1.116
5 H -2.914 0.242 -0.171  C1 1.072
6 H -2.706 0.798 -1.812  C1 1.084
7 H -0.562 -0.192 -1.829  C2 1.075
8 H 1.385 -0.751 -0.843  N12 1.028
9 H 1.302 -0.056 2.060  C3 1.104
10 H 3.336 -1.056 2.138  N13 1.015
11 N -0.142 0.192 0.149  C2 1.282, N12 1.322
12 N 1.041 -0.391 0.056  C3 1.374, H8 1.028, N11 1.322
13 N 2.884 -1.153 1.234  C3 1.254, H10 1.015

Least stable = <w>

<w>
C2H9NO3 | wB97M-V/def2-TZVPD

SMILES string = NCC=O.O.O
2S+1 = 1
Orbital gap = 10.30 eV

Each atom is followed by the atoms it is bonded to, with distances in Å.
Element x y z (Å)
1 O 2.173 -1.845 0.255  C2 1.197
2 C 1.487 -0.971 -0.190  O1 1.197, C3 1.504, H5 1.113
3 C -0.010 -0.884 -0.073  C2 1.504, N4 1.485, H6 1.099, H7 1.090
4 N -0.680 -0.292 -1.258  C3 1.485, H8 1.019, H9 1.023
5 H 1.931 -0.124 -0.760  C2 1.113
6 H -0.208 -0.254 0.806  C3 1.099
7 H -0.475 -1.832 0.197  C3 1.090
8 H -0.607 0.720 -1.161  N4 1.019
9 H -0.072 -0.454 -2.065  N4 1.023
10 H -4.280 0.558 4.406  O12 0.961
11 H -2.820 0.350 3.983  O12 0.963
12 O -3.375 0.627 4.719  H10 0.961, H11 0.963
13 H 1.763 1.954 -2.677  O15 0.963
14 H 2.999 1.092 -2.872  O15 0.971
15 O 2.174 1.355 -3.310  H13 0.963, H14 0.971

<x>
C2H9NO3 | wB97M-V/def2-TZVPD

SMILES string = CNC.OOO
2S+1 = 1
Orbital gap = 9.15 eV

Each atom is followed by the atoms it is bonded to, with distances in Å.
Element x y z (Å)
1 C -2.353 -1.655 -0.545  H5 1.109, H6 1.102, H7 1.084, N12 1.395
2 C -0.343 -0.540 -0.760  H9 1.114, H10 1.107, H11 1.128, N12 1.402
3 H 0.550 1.858 1.705  O13 0.925
4 H 2.859 0.301 1.082  O15 0.951
5 H -2.650 -1.183 0.414  C1 1.109
6 H -1.816 -2.588 -0.310  C1 1.102
7 H -3.257 -1.925 -1.079  C1 1.084
8 H -2.080 0.000 -1.566  N12 1.016
9 H -0.041 0.329 -1.389  C2 1.114
10 H 0.449 -1.300 -0.898  C2 1.107
11 H -0.490 -0.244 0.319  C2 1.128
12 N -1.565 -0.854 -1.372  C1 1.395, C2 1.402, H8 1.016
13 O 0.990 2.134 0.940  H3 0.925, O14 1.425
14 O 1.250 0.865 0.344  O13 1.425, O15 1.366
15 O 1.962 -0.013 1.111  H4 0.951, O14 1.366

<y>
C2H9NO3 | wB97M-V/def2-TZVPD

SMILES string = CNC=O.O.O
2S+1 = 1
Orbital gap = 10.70 eV

Each atom is followed by the atoms it is bonded to, with distances in Å.
Element x y z (Å)
1 C -1.316 0.675 0.759  N2 1.349, O4 1.219, H5 1.095
2 N -1.203 -0.409 1.555  C1 1.349, C3 1.457, H6 1.007
3 C -0.633 -1.723 1.292  N2 1.457, H7 1.096, H8 1.087, H9 1.104
4 O -1.138 0.642 -0.446  C1 1.219
5 H -1.692 1.585 1.238  C1 1.095
6 H -1.528 -0.220 2.490  N2 1.007
7 H -1.378 -2.507 1.115  C3 1.096
8 H -0.028 -1.965 2.163  C3 1.087
9 H 0.001 -1.711 0.388  C3 1.104
10 H 0.356 1.927 -1.046  O12 0.970
11 H 1.687 2.679 -1.284  O12 0.954
12 O 1.319 1.861 -0.957  H10 0.970, H11 0.954
13 H 2.952 -1.104 -2.041  O15 0.972
14 H 1.776 -0.303 -1.519  O15 0.972
15 O 2.063 -1.220 -1.665  H13 0.972, H14 0.972

Least stable = <x>

<w>
C2H9NO3 | wB97M-V/def2-TZVPD

SMILES string = NCC=O.O.O
2S+1 = 1
Orbital gap = 10.52 eV

Each atom is followed by the atoms it is bonded to, with distances in Å.
Element x y z (Å)
1 O -0.285 -2.131 0.553  C2 1.243
2 C 0.150 -1.129 -0.040  O1 1.243, C3 1.539, H5 1.124
3 C -0.369 0.300 0.202  C2 1.539, N4 1.478, H6 1.088, H7 1.111
4 N -0.900 0.942 -1.018  C3 1.478, H8 1.022, H9 1.082
5 H 1.018 -1.280 -0.738  C2 1.124
6 H -1.049 0.275 1.052  C3 1.088
7 H 0.515 0.903 0.500  C3 1.111
8 H -1.610 0.346 -1.447  N4 1.022
9 H -1.295 1.919 -0.775  N4 1.082
10 H -0.121 -1.493 2.602  O12 0.995
11 H 0.056 -0.787 4.042  O12 0.971
12 O -0.348 -0.702 3.163  H10 0.995, H11 0.971
13 H 1.987 0.781 -3.301  O15 0.979
14 H 0.602 1.182 -2.406  O15 1.090
15 O 1.647 0.875 -2.388  H13 0.979, H14 1.090

<x>
C2H9NO3 | wB97M-V/def2-TZVPD

SMILES string = CNC=O.O.O
2S+1 = 1
Orbital gap = 10.61 eV

Each atom is followed by the atoms it is bonded to, with distances in Å.
Element x y z (Å)
1 C -0.441 -0.308 0.710  N2 1.282, O4 1.244, H5 1.188
2 N -1.285 0.632 0.494  C1 1.282, C3 1.573, H6 1.036
3 C -1.929 0.686 -0.940  N2 1.573, H7 1.160, H8 1.163, H9 1.015
4 O -0.478 -1.426 0.165  C1 1.244
5 H 0.328 0.012 1.557  C1 1.188
6 H -1.755 1.234 1.193  N2 1.036
7 H -1.307 1.498 -1.487  C3 1.160
8 H -2.951 1.233 -0.842  C3 1.163
9 H -1.803 -0.274 -1.244  C3 1.015
10 H 1.401 -2.230 1.132  O12 0.956
11 H 2.756 -1.638 1.522  O12 0.930
12 O 2.304 -2.435 1.370  H10 0.956, H11 0.930
13 H 1.377 1.330 -1.870  O15 0.980
14 H 1.996 0.405 -0.780  O15 0.924
15 O 1.787 1.282 -0.981  H13 0.980, H14 0.924

Least stable = <x>

<w>
H4O2 | wB97M-V/def2-TZVPD

SMILES string = O.O
2S+1 = 1
Orbital gap = 11.64 eV

Each atom is followed by the atoms it is bonded to, with distances in Å.
Element x y z (Å)
1 H 1.439 1.261 0.798  O5 0.955
2 H 0.286 0.550 0.384  O5 0.948
3 H -1.858 -0.777 -0.031  O6 0.988
4 H -0.971 -1.070 -1.172  O6 0.978
5 O 1.214 0.385 0.489  H1 0.955, H2 0.948
6 O -1.076 -0.381 -0.486  H3 0.988, H4 0.978

<x>
H4O2 | wB97M-V/def2-TZVPD

SMILES string = O.O
2S+1 = 1
Orbital gap = 12.71 eV

Each atom is followed by the atoms it is bonded to, with distances in Å.
Element x y z (Å)
1 H -7.079 -6.539 -3.193  O3 0.963
2 H -5.927 -5.764 -2.551  O3 0.967
3 O -6.886 -5.747 -2.680  H1 0.963, H2 0.967
4 H 6.140 6.401 3.278  O6 0.963
5 H 6.810 5.728 2.106  O6 0.963
6 O 6.941 5.921 3.041  H4 0.963, H5 0.963

Least stable = <w>